1.
# C7H9FNP

A single C7H9FNP molecule in a non-equilibrium geometry (the ωB97M-V functional and the def2-TZVPD basis, OMol25).

Calculated values
SMILES: FC/C=C1\C=C[C@@H](P)C=N1
LUMO level, eV: -0.13
Gap between HOMO and LUMO, eV: 8.3
Electronic energy, Eh: -767.9932
HOMO energy, hartree: -0.3105

XYZ file:
```
19
Properties=species:S:1:pos:R:3:nbo_charge:R:1
F 3.0415 0.7416 0.6117 -0.38
C 2.1639 1.5568 1.3678 0.00
C 0.9681 0.7323 1.7723 -0.22
C -0.0781 0.4528 0.8859 0.12
C -0.4115 1.1510 -0.2711 -0.27
C -1.1196 0.5508 -1.2477 -0.16
C -1.5619 -0.8822 -1.1013 -0.57
P -0.2911 -1.7808 -2.2451 0.32
C -1.5336 -1.2717 0.3333 0.12
N -0.8787 -0.6722 1.2738 -0.41
H 2.7688 1.7828 2.2572 0.17
H 2.2013 2.4916 0.9144 0.19
H 1.0515 0.0118 2.5052 0.22
H -0.2966 2.2653 -0.4377 0.24
H -1.4446 1.1697 -2.0930 0.23
H -2.5035 -1.2244 -1.6372 0.26
H -0.5711 -3.1227 -2.3334 -0.03
H 0.6670 -1.8302 -1.3040 -0.02
H -2.1718 -2.1223 0.7486 0.20
```



2.
# C7H9FO

A 2-piece molecular cluster, C7H9FO overall in a non-equilibrium geometry (the ωB97M-V functional and the def2-TZVPD basis, OMol25).

Calculated values
LUMO level, eV: -0.28
Gap between HOMO and LUMO, eV: 8.2
Electronic energy, Eh: -446.9975
HOMO energy, hartree: -0.3127

XYZ file:
```
18
Properties=species:S:1:pos:R:3:nbo_charge:R:1
C -2.9381 -1.3779 1.0214 -0.11
C -2.7126 -0.3404 0.4683 -0.25
C 1.2663 0.1622 -0.2064 -0.06
C 1.4792 1.5385 -0.2869 0.20
C 1.4716 -0.5823 1.0691 -0.66
C 1.0687 -0.6899 -1.4456 -0.63
C -2.2348 0.3834 -0.6009 0.27
O -2.1241 1.6605 -0.5399 -0.62
F 1.6800 2.4097 0.7569 -0.34
H -3.4697 -1.9793 1.7305 0.23
H 2.0379 -0.0728 1.8063 0.23
H 0.5296 -0.9437 1.6446 0.22
H 1.9734 -1.6027 0.8782 0.21
H 1.5579 -1.6493 -1.2716 0.21
H 0.0933 -0.9122 -1.6931 0.23
H 1.5253 -0.1829 -2.2950 0.22
H 1.1990 1.9330 -1.2690 0.17
H -2.4031 2.2459 0.2331 0.47
```



3.
# C7H9I

A single C7H9I molecule in a non-equilibrium geometry (the ωB97M-V functional and the def2-TZVPD basis, OMol25).

Calculated values
SMILES: C=CC(C=C)=CCI
LUMO level, eV: -0.91
Gap between HOMO and LUMO, eV: 7.5
Electronic energy, Eh: -569.6715
HOMO energy, hartree: -0.3101

XYZ file:
```
17
Properties=species:S:1:pos:R:3:nbo_charge:R:1
C 0.8102 0.7778 2.2376 -0.36
C 0.3281 -0.2781 1.6101 -0.22
C 0.1090 -0.0612 0.1383 -0.03
C 0.9128 -0.6875 -0.8108 -0.23
C 1.8087 -1.6628 -0.5240 -0.35
C -1.0629 0.6444 -0.1982 -0.22
C -1.7116 0.7554 -1.5360 -0.40
I -2.9067 2.4341 -2.8233 -0.05
H 1.0545 0.6828 3.2981 0.19
H 0.9916 1.6987 1.8227 0.20
H 0.1007 -1.2640 1.9913 0.22
H 0.4782 -0.5906 -1.7169 0.19
H 2.1551 -2.2648 -1.3167 0.20
H 2.2394 -1.6625 0.5429 0.21
H -1.5309 0.9145 0.8179 0.22
H -1.0983 0.3337 -2.2117 0.18
H -2.6778 0.2299 -1.3214 0.23
```



4.
# C7H9I2NO2

C7H9I2NO2 as an isolated structure in a non-equilibrium geometry (the ωB97M-V functional and the def2-TZVPD basis, OMol25).

Calculated values
LUMO level, eV: -0.12
Gap between HOMO and LUMO, eV: 8.3
Electronic energy, Eh: -1072.7401
HOMO energy, hartree: -0.3110

XYZ file:
```
21
Properties=species:S:1:pos:R:3:nbo_charge:R:1
C 0.8048 -1.0706 0.1024 -0.41
C -0.1930 0.0250 0.3807 -0.27
C 2.0145 -0.5001 -0.0472 0.48
C 0.7375 1.2142 0.1469 0.62
C -0.4128 0.1245 1.9067 -0.60
C -1.2584 -0.2679 -1.9125 -0.71
C -1.4980 -0.0792 -0.4337 -0.16
N 1.9791 0.8961 0.0547 -0.54
O 3.2012 -1.0649 -0.3126 -0.65
O 0.2804 2.4491 0.1885 -0.65
I -2.7591 1.6687 -0.1337 0.16
I -2.6227 -1.8381 0.2662 0.13
H 0.5772 -2.1179 0.1144 0.23
H 0.5465 0.2660 2.4032 0.23
H -1.0520 0.9726 2.1479 0.22
H -0.8579 -0.7895 2.2917 0.23
H -0.6763 -1.1751 -2.0840 0.23
H -0.7097 0.5811 -2.3198 0.23
H -2.2032 -0.3612 -2.4484 0.23
H 3.0896 -2.0124 -0.4489 0.49
H 1.0123 3.0800 0.1374 0.51
```



5.
# C7H9IN5O2

C7H9IN5O2 as an isolated structure in a non-equilibrium geometry (the ωB97M-V functional and the def2-TZVPD basis, OMol25).

Calculated values
LUMO level, eV: 2.86
Gap between HOMO and LUMO, eV: 7.3
Electronic energy, Eh: -994.1143
Charge: -1
HOMO energy, hartree: -0.1627

XYZ file:
```
24
Properties=species:S:1:pos:R:3:nbo_charge:R:1
C 1.4448 1.4278 1.5990 0.27
C 0.2559 -0.8728 0.8696 -0.24
C 0.0649 0.4108 0.2278 0.36
C 1.2676 -0.8402 1.9086 0.46
C -0.6401 -1.7383 0.2635 -0.06
C -1.4929 1.1508 -1.6842 -0.25
C -0.5900 2.1231 -2.4171 -0.07
N 0.7003 1.5381 0.4948 -0.56
N 1.7589 0.3341 2.2479 -0.55
N -0.8257 0.2250 -0.7859 -0.21
N -1.2711 -1.1041 -0.7505 0.27
N 1.5824 -1.9820 2.5736 -0.81
O -2.1183 -1.4447 -1.6141 -0.56
O 0.5884 1.5073 -3.0239 -0.72
I -0.2070 -4.8061 2.6084 -0.84
H 1.9938 2.2375 2.0839 0.17
H -1.0205 -2.7208 0.3891 0.27
H -2.1559 1.6165 -1.0448 0.21
H -1.9840 0.5449 -2.5778 0.26
H -0.2258 2.8065 -1.7675 0.17
H -1.2327 2.5840 -3.0847 0.17
H 1.0122 -2.9518 2.3804 0.41
H 1.8304 -1.7957 3.4958 0.38
H 1.2644 1.7502 -2.3917 0.47
```



6.
# C7H9N

C7H9N as an isolated structure in a non-equilibrium geometry (the ωB97M-V functional and the def2-TZVPD basis, OMol25).

Calculated values
LUMO level, eV: 0.88
Gap between HOMO and LUMO, eV: 9.4
Electronic energy, Eh: -326.6352
HOMO energy, hartree: -0.3123

XYZ file:
```
17
Properties=species:S:1:pos:R:3:nbo_charge:R:1
C 0.1714 -0.9286 1.0614 -0.45
C -1.5787 -0.6067 1.3577 -0.32
C -1.0746 -0.0148 -1.1319 -0.45
C 0.3223 0.1875 -1.6537 -0.43
C 1.0323 0.9630 -0.5153 -0.09
C 1.0345 0.2301 0.8271 -0.09
C -0.8200 0.1950 0.3831 0.17
H 0.1396 -0.8564 2.1798 0.30
H 0.4560 -1.8189 0.6268 0.23
H -1.4945 -0.1318 2.3167 0.14
H -1.6975 0.8368 -1.3300 0.23
H 0.2883 0.6390 -2.6180 0.22
H 0.7873 -0.8115 -1.7697 0.21
H 1.9747 1.5126 -0.6409 0.22
H 1.9635 0.2433 1.3139 0.20
H -1.6660 -1.0064 -1.0270 0.27
N 0.1612 1.3677 0.6199 -0.37
```



7.
# C7H9N

A single C7H9N molecule in a non-equilibrium geometry (the ωB97M-V functional and the def2-TZVPD basis, OMol25).

Calculated values
SMILES: C1=C[C@@H]2C[C@@H]2C=NC1
LUMO level, eV: 0.76
Gap between HOMO and LUMO, eV: 8.8
Electronic energy, Eh: -326.6787
HOMO energy, hartree: -0.2971

XYZ file:
```
17
Properties=species:S:1:pos:R:3:nbo_charge:R:1
C -1.1304 -1.0410 0.3522 -0.22
C -0.1765 -1.2459 -0.6126 -0.14
C 1.1957 -0.6887 -0.5263 -0.26
C 1.8629 0.0399 0.5821 -0.43
C 1.2043 0.9119 -0.4389 -0.26
C -0.2478 1.3548 -0.0046 0.12
N -1.2157 0.9722 -0.6915 -0.40
C -2.1875 0.0633 0.0808 -0.27
H -0.7987 -1.0592 1.4181 0.18
H -0.5559 -1.2735 -1.6150 0.20
H 1.9602 -1.0262 -1.1922 0.22
H 1.3620 0.0430 1.6199 0.22
H 2.9546 -0.2421 0.6612 0.24
H 1.7456 1.4872 -1.2115 0.24
H -0.4736 1.4990 1.0333 0.13
H -2.4727 0.4841 1.0485 0.19
H -3.0267 -0.2788 -0.5035 0.22
```



8.
# C7H9N

C7H9N as an isolated structure in a non-equilibrium geometry (the ωB97M-V functional and the def2-TZVPD basis, OMol25).

Calculated values
LUMO level, eV: 0.91
Gap between HOMO and LUMO, eV: 10.1
Electronic energy, Eh: -326.6868
HOMO energy, hartree: -0.3370

XYZ file:
```
17
Properties=species:S:1:pos:R:3:nbo_charge:R:1
C 0.8496 1.1316 1.4244 -0.50
C 1.3796 1.0619 0.0084 -0.17
C 1.0151 0.2656 -1.1009 -0.21
C 0.2010 -1.0215 -1.3183 -0.10
C -0.6336 -1.2310 -0.1315 -0.17
C -1.0987 -0.3629 1.0130 -0.20
C -0.5992 0.7473 1.6080 -0.17
H 1.4509 0.5154 2.0314 0.24
H 0.7998 2.2488 1.8548 0.22
H 2.1265 1.7706 -0.2663 0.21
H 1.5400 0.5755 -2.0568 0.20
H 0.7680 -1.7889 -1.8167 0.21
H -1.2642 0.0817 -1.3306 0.35
H -0.9689 -2.2289 0.2198 0.21
H -2.4294 -0.2933 0.7718 0.20
H -1.1989 1.3540 2.3609 0.22
N -1.0723 -0.8258 -1.5409 -0.54
```